#w
{"formula": "C3H9S", "method": "wB97M-V/def2-TZVPD", "symbols": ["S", "H", "C", "C", "C", "H", "H", "H", "H", "H", "H", "H", "H"], "xyz": [[0.127, 3.241, -1.647], [-0.047, 3.048, -3.001], [0.180, -3.399, 0.870], [0.394, -1.868, 0.843], [-0.725, -1.093, 1.612], [0.906, -3.841, 1.555], [0.453, -3.798, -0.113], [-0.854, -3.686, 1.020], [0.331, -1.582, -0.211], [1.376, -1.495, 1.122], [-1.389, -1.828, 2.055], [-0.212, -0.482, 2.354], [-1.242, -0.352, 1.014]], "mulliken_charge": [-0.94, -0.06, -1.05, -0.28, -0.94, 0.23, 0.28, 0.35, 0.21, 0.39, 0.31, 0.21, 0.28], "charge": -1, "spin_multiplicity": 1, "orbital_gap_ev": 5.68}

---

#x
{"formula": "C3H9S", "method": "wB97M-V/def2-TZVPD", "symbols": ["S", "H", "C", "C", "C", "H", "H", "H", "H", "H", "H", "H", "H"], "xyz": [[4.064, 3.295, -0.261], [3.789, 2.733, -1.438], [-0.705, -1.875, 0.113], [-0.313, -0.457, 0.584], [-1.062, 0.681, -0.148], [-1.361, -1.833, -0.752], [-1.283, -2.392, 0.876], [0.181, -2.473, -0.069], [0.745, -0.292, 0.395], [-0.416, -0.356, 1.658], [-1.535, 0.302, -1.058], [-1.767, 1.207, 0.490], [-0.337, 1.459, -0.390]], "mulliken_charge": [-0.92, -0.08, -0.96, -0.23, -0.98, 0.29, 0.24, 0.28, 0.24, 0.33, 0.28, 0.24, 0.28], "charge": -1, "spin_multiplicity": 1, "orbital_gap_ev": 5.68}

---

The energetic minimum among the shown structures is #x; the next structure lies 3.7 kcal/mol above.